Entry 1:
{
  "formula": "C32H80O16",
  "method": "ωB97M-V/def2-TZVPD",
  "multiplicity": 1,
  "e_tot_ha": -2470.5991,
  "fmax_ev_per_a": 3.68,
  "e_above_lowest_kcal_mol": 66.7,
  "smiles": "COCCOC.COCCOC.COCCOC.COCCOC.COCCOC.COCCOC.COCCOC.COCCOC",
  "e_homo_ha": -0.3269,
  "total_charge": 0,
  "symbols": ["C", "O", "C", "C", "O", "C", "H", "H", "H", "H", "H", "H", "H", "H", "H", "H", "C", "O", "C", "C", "O", "C", "H", "H", "H", "H", "H", "H", "H", "H", "H", "H", "C", "O", "C", "C", "O", "C", "H", "H", "H", "H", "H", "H", "H", "H", "H", "H", "C", "O", "C", "C", "O", "C", "H", "H", "H", "H", "H", "H", "H", "H", "H", "H", "C", "O", "C", "C", "O", "C", "H", "H", "H", "H", "H", "H", "H", "H", "H", "H", "C", "O", "C", "C", "O", "C", "H", "H", "H", "H", "H", "H", "H", "H", "H", "H", "C", "O", "C", "C", "O", "C", "H", "H", "H", "H", "H", "H", "H", "H", "H", "H", "C", "O", "C", "C", "O", "C", "H", "H", "H", "H", "H", "H", "H", "H", "H", "H"],
  "coordinates": [[2.65103, 11.16417, -0.44136], [1.62042, 10.45660, 0.19758], [1.59516, 9.11789, -0.16588], [0.51554, 8.40028, 0.57783], [0.61067, 7.03088, 0.20249], [-0.28851, 6.21254, 0.89791], [3.63594, 10.72963, -0.23659], [2.63558, 12.17583, -0.03275], [2.48855, 11.26939, -1.52190], [2.55833, 8.60964, -0.00368], [1.44316, 9.00530, -1.25253], [-0.50018, 8.74189, 0.34102], [0.66933, 8.44346, 1.66562], [-0.32465, 5.23944, 0.40511], [-1.32685, 6.55837, 0.72404], [-0.11734, 6.11796, 1.97473], [-4.38658, 5.08077, 3.93307], [-4.05262, 3.91526, 3.18976], [-5.09390, 2.96897, 3.18256], [-4.81240, 1.92732, 2.11659], [-3.56258, 1.32595, 2.19965], [-3.46501, 0.31260, 3.18745], [-5.40185, 5.41993, 3.72354], [-3.67379, 5.86393, 3.64909], [-4.16149, 4.93406, 4.99993], [-5.99100, 3.52239, 2.86910], [-5.27279, 2.52059, 4.16365], [-5.01394, 2.22736, 1.08561], [-5.65447, 1.20301, 2.21124], [-2.39183, 0.12331, 3.28154], [-4.01272, -0.59397, 2.93565], [-3.69131, 0.71536, 4.18393], [1.28414, 2.99004, 8.49851], [1.21672, 3.14189, 7.11098], [0.27493, 4.10643, 6.77477], [0.07968, 4.18405, 5.27464], [-0.07023, 2.92147, 4.69341], [-0.24949, 2.97364, 3.29852], [1.50132, 3.94052, 9.01884], [2.11945, 2.34583, 8.76084], [0.33114, 2.63900, 8.91023], [0.62928, 5.11700, 7.03757], [-0.69745, 3.95415, 7.26116], [0.90928, 4.72624, 4.79168], [-0.82854, 4.77900, 5.06554], [-1.14848, 3.56524, 3.08794], [-0.45656, 1.95042, 2.99194], [0.62624, 3.31214, 2.73002], [0.62482, -0.81714, -3.60404], [1.50179, -1.08359, -4.68579], [2.55814, -0.14614, -4.76080], [3.52049, -0.53905, -5.81226], [2.91823, -0.42243, -7.07681], [3.82541, -0.74425, -8.12160], [-0.03929, -0.00242, -3.92365], [1.13750, -0.48241, -2.69268], [0.08125, -1.72510, -3.35982], [3.07249, -0.20038, -3.78294], [2.18081, 0.88315, -4.81951], [3.86546, -1.57228, -5.65983], [4.42361, 0.08409, -5.72817], [4.78141, -0.22462, -8.02544], [3.35693, -0.39249, -9.04414], [3.90586, -1.83338, -8.20868], [3.84540, -5.73885, 6.38033], [3.76200, -4.33820, 6.24615], [3.70183, -3.91479, 4.90047], [2.29708, -4.05541, 4.35359], [2.39948, -4.09520, 2.95181], [1.14952, -4.27966, 2.30312], [3.49565, -6.00264, 7.37629], [4.86513, -6.07519, 6.18079], [3.13882, -6.23630, 5.70185], [4.41768, -4.52137, 4.33312], [4.06678, -2.89089, 4.89198], [1.70101, -3.21498, 4.73250], [1.84917, -4.98431, 4.73232], [0.67583, -5.16828, 2.75284], [1.36968, -4.45629, 1.25701], [0.43945, -3.45687, 2.43976], [3.96510, -3.32583, -5.23810], [4.35682, -4.14120, -4.17300], [3.40755, -4.30991, -3.17237], [2.10220, -4.92588, -3.67364], [1.19869, -5.21160, -2.62412], [1.50049, -6.40065, -1.91966], [2.98493, -3.62653, -5.62746], [4.71490, -3.36791, -6.02044], [3.82073, -2.27550, -4.94764], [3.19183, -3.33681, -2.70104], [3.84148, -4.88959, -2.35476], [2.28014, -5.78712, -4.32647], [1.60729, -4.10728, -4.19619], [0.74977, -6.47796, -1.14141], [2.50875, -6.34328, -1.49750], [1.50118, -7.26563, -2.59305], [-2.56587, -2.13771, -4.62485], [-3.37584, -3.03720, -3.93048], [-3.26488, -4.35133, -4.40547], [-3.94773, -5.24274, -3.42269], [-5.32164, -4.98336, -3.34957], [-6.14476, -5.81253, -4.08119], [-3.03906, -1.84959, -5.57669], [-1.63338, -2.64960, -4.88784], [-2.41679, -1.22497, -4.05884], [-2.21446, -4.62179, -4.48412], [-3.73924, -4.34473, -5.39719], [-3.49108, -4.99195, -2.45979], [-3.76044, -6.30803, -3.59635], [-5.67558, -6.76074, -4.36872], [-6.42992, -5.36561, -5.05255], [-7.09256, -5.94000, -3.56105], [-0.66455, -3.15741, -0.81888], [-1.06616, -1.97001, -0.17200], [-1.95433, -1.16697, -0.88587], [-1.81810, 0.23002, -0.37766], [-0.52527, 0.63937, -0.69929], [-0.13811, 1.82083, -0.03516], [-1.51650, -3.86818, -0.82064], [0.05351, -3.76478, -0.26744], [-0.28665, -2.99846, -1.83148], [-2.98445, -1.54957, -0.90618], [-1.67756, -1.14919, -1.95528], [-1.91251, 0.30219, 0.71501], [-2.66398, 0.84859, -0.71809], [-0.97943, 2.51788, 0.08336], [0.63977, 2.34098, -0.59433], [0.23698, 1.59973, 0.96981]]
}

---

Entry 2:
{
  "formula": "C32H81F9MgN8O15S3",
  "method": "ωB97M-V/def2-TZVPD",
  "multiplicity": 1,
  "e_tot_ha": -5127.8327,
  "fmax_ev_per_a": 7.89,
  "e_homo_ha": -0.3070,
  "total_charge": 0,
  "symbols": ["Mg", "C", "F", "F", "F", "S", "O", "O", "O", "C", "F", "F", "F", "S", "O", "O", "N", "S", "O", "O", "C", "F", "F", "F", "C", "O", "H", "H", "H", "H", "C", "C", "C", "O", "C", "N", "H", "H", "H", "H", "H", "H", "H", "H", "H", "H", "H", "C", "C", "C", "O", "C", "N", "H", "H", "H", "H", "H", "H", "H", "H", "H", "H", "H", "C", "C", "C", "O", "C", "N", "H", "H", "H", "H", "H", "H", "H", "H", "H", "H", "H", "C", "C", "C", "O", "C", "N", "H", "H", "H", "H", "H", "H", "H", "H", "H", "H", "H", "C", "C", "C", "O", "C", "N", "H", "H", "H", "H", "H", "H", "H", "H", "H", "H", "H", "C", "C", "C", "O", "C", "N", "H", "H", "H", "H", "H", "H", "H", "H", "H", "H", "H", "C", "C", "C", "O", "C", "N", "H", "H", "H", "H", "H", "H", "H", "H", "H", "H", "H"],
  "coordinates": [[2.71484, 1.81918, -0.22543], [-1.82571, 0.65250, -0.38316], [-2.78245, -0.11980, -0.92108], [-1.88383, 1.87992, -0.82167], [-1.87855, 0.61622, 0.97085], [-0.03303, -0.04285, -0.94435], [0.16575, -1.35674, -0.32167], [-0.07631, -0.10966, -2.41217], [1.01604, 0.86299, -0.40588], [5.70833, 1.90260, 2.84902], [6.63927, 1.28427, 3.56200], [4.97229, 2.56668, 3.73782], [6.28006, 2.81016, 2.01696], [4.72976, 0.51267, 1.93494], [5.51344, 0.31986, 0.72231], [4.78533, -0.64486, 2.79820], [3.17004, 1.20858, 1.47278], [2.34681, 0.82105, 2.83390], [2.95970, 0.87686, 4.12072], [1.07357, 1.52378, 2.67996], [1.83196, -1.09171, 2.64845], [2.35334, -1.63851, 1.50972], [2.15048, -1.81712, 3.69723], [0.48852, -1.18393, 2.48084], [0.45371, -3.25252, -4.33037], [1.05561, -1.99283, -4.04294], [1.05669, -3.93081, -4.93406], [0.28584, -3.78556, -3.39454], [-0.47440, -3.15998, -4.89442], [0.49524, -1.47330, -3.46183], [-4.30664, -1.93422, 4.30153], [-4.07824, -2.50602, 2.88538], [-4.33780, -1.48202, 1.74795], [-5.72871, -1.41404, 1.49798], [-5.98697, -0.83220, 0.19946], [-2.69172, -2.87837, 2.92498], [-3.77942, -0.99549, 4.47164], [-4.09497, -2.61920, 5.12256], [-5.34419, -1.65421, 4.48371], [-4.66458, -3.41732, 2.76768], [-3.75830, -1.88598, 0.91783], [-4.06536, -0.44900, 1.96415], [-5.48959, -1.29939, -0.65051], [-5.74251, 0.22843, 0.14119], [-7.02449, -0.78227, -0.13095], [-2.36722, -3.23300, 2.03670], [-2.16476, -2.01975, 2.99700], [-1.04734, 5.07133, 6.30307], [-1.43352, 3.64939, 6.02884], [-0.31015, 2.77919, 5.49602], [-0.61892, 1.40501, 5.20975], [-1.58145, 1.19988, 4.17373], [-2.03936, 3.16632, 7.25962], [-0.45670, 5.14128, 7.21650], [-1.90042, 5.73429, 6.44737], [-0.48734, 5.42830, 5.43874], [-2.17459, 3.66203, 5.22962], [0.48103, 2.85303, 6.24214], [0.05317, 3.20341, 4.55999], [-1.47963, 0.17888, 3.80591], [-1.51687, 1.91591, 3.35444], [-2.57122, 1.22841, 4.62940], [-2.84183, 3.72636, 7.50960], [-1.36166, 3.27347, 8.00079], [4.84432, 5.35320, 0.42845], [3.78906, 4.18849, 0.60561], [2.29015, 4.55841, 0.36265], [1.56255, 3.38116, 0.45179], [0.19403, 3.63662, 0.86137], [4.14227, 3.23628, -0.46178], [4.63926, 6.21315, 1.06605], [4.75468, 5.77783, -0.57142], [5.85783, 4.97010, 0.54732], [3.88948, 3.75358, 1.60003], [2.10236, 5.05592, -0.58884], [1.96944, 5.28761, 1.10664], [0.14617, 4.17451, 1.80820], [-0.30772, 2.70229, 1.11313], [-0.39547, 4.15875, 0.10774], [5.11716, 3.01003, -0.32578], [4.12115, 3.82315, -1.28351], [4.48636, -0.28779, -3.49153], [3.93945, 0.90476, -2.65626], [2.74372, 1.62196, -3.24748], [2.10886, 2.46021, -2.26391], [0.97804, 3.14279, -2.82297], [3.52109, 0.36095, -1.40927], [4.92973, 0.03868, -4.43225], [3.67464, -0.99607, -3.65752], [5.24674, -0.92036, -3.03351], [4.73517, 1.64908, -2.62599], [2.08673, 0.82706, -3.60045], [3.13763, 2.20588, -4.07933], [0.53081, 3.67006, -1.98031], [0.23771, 2.60794, -3.41791], [1.31228, 3.88917, -3.54359], [4.37047, -0.00424, -1.00271], [3.05156, -0.52443, -1.53480], [-2.34812, -5.62780, -0.24671], [-1.66109, -4.30272, -0.64257], [-2.63243, -3.46232, -1.34716], [-2.91364, -4.06299, -2.61426], [-3.61266, -3.08326, -3.39967], [-1.10605, -3.81066, 0.56647], [-3.24843, -5.60108, 0.36715], [-1.71088, -6.26993, 0.36131], [-2.58297, -6.30304, -1.06951], [-0.84318, -4.50797, -1.33322], [-2.16377, -2.47945, -1.39624], [-3.51037, -3.40534, -0.70368], [-2.88368, -2.39865, -3.83324], [-4.40566, -2.55757, -2.86777], [-3.99245, -3.49140, -4.33630], [-0.70418, -2.91127, 0.34355], [-0.30426, -4.37503, 0.80878], [-5.29049, 0.49744, -4.38476], [-4.09920, 1.38830, -4.03045], [-4.38939, 2.23236, -2.75582], [-5.69665, 2.79231, -2.77664], [-6.04353, 3.62168, -1.61662], [-2.88476, 0.59895, -4.03024], [-4.99920, -0.04910, -5.28172], [-6.20481, 1.06945, -4.54260], [-5.53371, -0.24231, -3.62206], [-4.02474, 2.05750, -4.88761], [-3.56576, 2.92505, -2.58282], [-4.44714, 1.51676, -1.93565], [-5.73828, 3.15561, -0.67976], [-7.12799, 3.72696, -1.64759], [-5.53264, 4.56889, -1.78948], [-2.04074, 1.14594, -3.93796], [-2.81827, -0.02049, -3.23527], [2.08627, -4.61644, -0.98693], [3.21700, -3.62399, -0.99157], [4.49493, -4.11690, -1.81642], [4.96243, -5.38597, -1.39775], [6.04172, -5.90227, -2.13860], [2.68341, -2.35246, -1.46132], [1.31221, -4.26855, -0.30290], [2.37453, -5.56724, -0.53862], [1.58659, -4.86321, -1.92370], [3.53104, -3.55619, 0.05000], [5.27622, -3.38095, -1.62652], [4.34195, -4.33043, -2.87429], [6.43148, -6.71295, -1.52298], [6.81161, -5.13613, -2.23023], [5.69256, -6.21414, -3.12293], [1.86852, -2.31326, -0.86589], [2.16023, -2.42051, -2.32256]]
}

---

Entry 3:
{
  "formula": "C32H82N2O10P",
  "method": "ωB97M-V/def2-TZVPD",
  "multiplicity": 1,
  "e_tot_ha": -2471.6874,
  "fmax_ev_per_a": 2.91,
  "e_homo_ha": -0.1454,
  "total_charge": -1,
  "symbols": ["C", "C", "P", "C", "N", "C", "C", "C", "N", "C", "C", "O", "O", "H", "H", "H", "H", "H", "H", "H", "H", "H", "H", "H", "H", "H", "H", "H", "H", "H", "H", "C", "C", "C", "O", "H", "H", "H", "H", "H", "H", "H", "H", "C", "C", "C", "O", "H", "H", "H", "H", "H", "H", "H", "H", "C", "C", "C", "O", "H", "H", "H", "H", "H", "H", "H", "H", "C", "C", "C", "O", "H", "H", "H", "H", "H", "H", "H", "H", "C", "C", "C", "O", "H", "H", "H", "H", "H", "H", "H", "H", "C", "C", "C", "O", "H", "H", "H", "H", "H", "H", "H", "H", "C", "C", "C", "O", "H", "H", "H", "H", "H", "H", "H", "H", "C", "C", "C", "O", "H", "H", "H", "H", "H", "H", "H", "H"],
  "coordinates": [[-3.48624, 3.21865, 3.31032], [-2.53355, 2.52916, 2.23228], [-1.19171, 1.48123, 3.00019], [-1.23925, -0.13839, 2.01022], [0.43012, 2.14905, 2.77249], [0.43347, 2.93468, 1.52808], [1.82216, 3.32600, 0.93990], [1.54056, 4.56603, -0.01897], [2.74789, 4.93743, -0.79768], [0.65951, 2.99148, 3.98801], [1.15338, 2.16238, 5.23287], [1.73943, 1.07179, 5.12672], [0.92352, 2.65149, 6.38999], [-4.47844, 3.34423, 2.81197], [-3.61412, 2.49766, 4.14509], [-3.10899, 4.21386, 3.62715], [-2.23046, 3.34940, 1.54416], [-3.21467, 1.86915, 1.63109], [-1.06177, -0.99804, 2.69306], [-2.26253, -0.25117, 1.58294], [-0.44560, -0.04619, 1.23502], [-0.11967, 2.36200, 0.74181], [-0.11117, 3.90372, 1.73247], [2.57772, 3.68723, 1.67056], [2.25362, 2.55537, 0.25175], [1.17833, 5.43606, 0.58755], [0.69061, 4.31711, -0.70367], [2.72862, 4.41423, -1.67312], [3.53631, 4.53907, -0.27956], [-0.34423, 3.39439, 4.29203], [1.38917, 3.80035, 3.76754], [2.49404, -3.78498, 4.89418], [3.75465, -3.07135, 4.42918], [4.31153, -2.16949, 5.51662], [3.46035, -2.29315, 3.27069], [1.71137, -3.06398, 5.14504], [2.09789, -4.42098, 4.09841], [2.69139, -4.40531, 5.77202], [4.50856, -3.80938, 4.13968], [3.58446, -1.39697, 5.78428], [5.20834, -1.65453, 5.16598], [4.56457, -2.73809, 6.41530], [2.79374, -1.63462, 3.51496], [6.47353, -5.59751, 1.73902], [5.31768, -6.42646, 1.20099], [4.01950, -6.09389, 1.91573], [5.61261, -7.81486, 1.36478], [6.63439, -5.79926, 2.80224], [7.40187, -5.85385, 1.22314], [6.28590, -4.52902, 1.61163], [5.20233, -6.24488, 0.12979], [4.09551, -6.31089, 2.98569], [3.20098, -6.70341, 1.52701], [3.76034, -5.03964, 1.79205], [5.71615, -7.98505, 2.30834], [8.38472, -4.31082, -2.12702], [7.25326, -3.60875, -2.86198], [5.90587, -3.93326, -2.23847], [7.25441, -4.00979, -4.23334], [8.26334, -5.39731, -2.17437], [9.34566, -4.07784, -2.59068], [8.42106, -4.01013, -1.07801], [7.41667, -2.52927, -2.84221], [5.70075, -5.00744, -2.28871], [5.10123, -3.43244, -2.78084], [5.87014, -3.62047, -1.19267], [7.11083, -4.96334, -4.26388], [-8.72889, 3.03192, 2.49618], [-7.89395, 3.22693, 1.24139], [-8.22659, 2.18215, 0.18835], [-6.50711, 3.14417, 1.57117], [-8.53456, 2.05314, 2.94595], [-8.47326, 3.78158, 3.24777], [-9.79474, 3.10887, 2.27470], [-8.06913, 4.22593, 0.83583], [-8.01428, 1.17501, 0.55992], [-7.61226, 2.32882, -0.70263], [-9.27945, 2.23291, -0.09929], [-6.33846, 2.26463, 1.93077], [-12.34350, 4.40767, -0.74892], [-12.68374, 4.66764, 0.71075], [-13.68079, 5.80767, 0.85137], [-11.49268, 4.98424, 1.42861], [-11.88514, 5.29080, -1.20405], [-11.61995, 3.59452, -0.83465], [-13.23494, 4.14380, -1.32194], [-13.09705, 3.76142, 1.15826], [-13.26692, 6.73726, 0.44934], [-13.90798, 5.98996, 1.90349], [-14.61225, 5.58552, 0.32630], [-11.11649, 5.78437, 1.04262], [10.08828, -1.47426, -7.16122], [8.93467, -2.30227, -7.70681], [7.63267, -1.96898, -6.99806], [9.22341, -3.68979, -7.54232], [10.24151, -1.67643, -6.09699], [11.01925, -1.73138, -7.67095], [9.90338, -0.40557, -7.28949], [8.82799, -2.12054, -8.77855], [7.70645, -2.18893, -5.93030], [6.81581, -2.57734, -7.39091], [7.37301, -0.91473, -7.12062], [9.31877, -3.86093, -6.59708], [2.00925, -6.06643, -1.53925], [1.02295, -5.44287, -2.51473], [1.69274, -5.11077, -3.83992], [0.47557, -4.25576, -1.94703], [2.82877, -5.37516, -1.31840], [1.51916, -6.29018, -0.58990], [2.43178, -6.99048, -1.94082], [0.19145, -6.12988, -2.68564], [2.50087, -4.38721, -3.69591], [0.97710, -4.65505, -4.52705], [2.10656, -6.00602, -4.30960], [1.20044, -3.63869, -1.79000], [-3.97127, 5.90997, -1.47772], [-5.28699, 5.22075, -1.80720], [-6.47608, 6.04521, -1.33540], [-5.32148, 3.93972, -1.18829], [-3.86131, 6.04006, -0.39718], [-3.12746, 5.30348, -1.81200], [-3.90753, 6.89077, -1.95493], [-5.35685, 5.05928, -2.88553], [-6.44848, 6.17944, -0.24986], [-7.41313, 5.53409, -1.56917], [-6.48783, 7.03015, -1.80826], [-5.26096, 4.06886, -0.23099]]
}

---

What is the formula in the first record?
C32H80O16